Formula: C4H7NSi
Source: the OMol25 dataset
Level of theory: ωB97M-V/def2-TZVPD

The calculation puts the HOMO energy (spin up / spin down) at -4.4 / -9.9 eV. The expectation value of S² is 2.004. For the largest force on an atom, the calculation gives 8.258 eV Å⁻¹. The value obtained for the energy relative to the best compared isomer or geometry (same formula, charge and spin) is 2.839 eV. As for the total energy: -13619.567 eV. The LUMO energy (spin up / spin down) comes out at 0.9 / -1.8 eV. The HOMO-LUMO gap (spin up / spin down) is 5.3077 / 8.1573 eV. The spin multiplicity is 3.

Last column: Löwdin charge in e.
Cartesian coordinates (Å):
C (-0.28547, 2.06032, 1.19228)  0.05
C (2.30126, 0.59702, -1.13945)  -0.01
C (-0.47959, 0.95850, 0.72217)  -0.33
C (1.44232, 0.65314, -1.94619)  -0.03
N (-1.06327, -0.06006, 0.08813)  -0.20
Si (-1.26188, -1.63917, 0.74767)  0.58
H (0.46045, 2.58336, 1.72294)  0.00
H (3.19902, 0.19568, -0.72886)  0.03
H (0.47113, 0.78654, -2.46442)  0.05
H (-0.69189, -0.17358, -0.88966)  0.07
H (-1.33493, -1.40962, 2.19420)  -0.07
H (-0.16908, -2.60618, 0.34747)  -0.07
H (-2.58808, -1.94596, 0.15373)  -0.07

---

Formula: C33H29F4N6O2S3Sr
Source: the OMol25 dataset
Level of theory: ωB97M-V/def2-TZVPD

The calculation puts the HOMO energy (spin up / spin down) at -0.6 / -1.8 eV. The expectation value of S² is 0.793. For the largest force on an atom, the calculation gives 2.245 eV Å⁻¹. The value obtained for the energy relative to the best compared isomer or geometry (same formula, charge and spin) is 2.888 eV. The net charge is -2. As for the total energy: -91939.666 eV. The LUMO energy (spin up / spin down) comes out at 3.3 / 3.3 eV. The HOMO-LUMO gap (spin up / spin down) is 3.8475 / 5.0114 eV. The spin multiplicity is 2.

Last column: Löwdin charge in e.
Cartesian coordinates (Å):
Sr (1.62149, -0.53657, -0.06376)  1.15
C (-3.28174, -0.35050, -4.21892)  -0.09
C (-2.05366, -0.74554, -3.38352)  -0.25
N (-0.80924, -0.09892, -3.76713)  -0.17
C (-0.42686, -0.28170, -5.15779)  -0.27
C (-0.35551, -1.73971, -5.59567)  -0.09
C (-0.72896, 1.28573, -3.35876)  -0.19
C (-0.22787, 1.56066, -1.92322)  -0.23
N (1.11825, 1.09426, -1.67375)  -0.15
C (2.19379, 1.78404, -2.01272)  -0.27
C (3.49901, 1.10410, -1.62038)  -0.50
F (3.35688, -0.31650, -1.83263)  -0.12
C (4.67611, 1.60447, -2.34520)  -0.26
F (5.80710, 0.86375, -2.22204)  0.04
C (4.73834, 2.84856, -2.87730)  0.00
C (3.54948, 3.58043, -2.98126)  -0.24
F (3.60245, 4.83241, -3.51900)  0.03
C (2.32882, 3.05679, -2.59397)  -0.18
F (1.21424, 3.80735, -2.87995)  0.02
H (-4.18752, -0.74581, -3.75488)  0.07
H (-3.21692, -0.75149, -5.23237)  0.05
H (-3.37946, 0.73597, -4.29026)  0.06
H (-1.90141, -1.82308, -3.43121)  0.09
H (-2.23950, -0.50626, -2.33463)  0.11
H (0.56578, 0.16141, -5.26844)  0.11
H (-1.10318, 0.26503, -5.84526)  0.11
H (0.16584, -2.33094, -4.84619)  0.07
H (0.18213, -1.81217, -6.54369)  0.07
H (-1.35023, -2.16948, -5.73188)  0.06
H (-1.70556, 1.79205, -3.46443)  0.11
H (-0.03803, 1.79542, -4.03358)  0.11
H (-0.87476, 1.04819, -1.19949)  0.10
H (-0.34905, 2.63744, -1.76984)  0.10
H (5.66778, 3.26923, -3.23414)  0.12
O (-0.35454, 5.24896, 5.03086)  -0.06
C (0.08904, 5.52467, 3.71121)  -0.21
C (0.25895, 4.25288, 2.93008)  -0.19
C (0.73132, 4.30927, 1.62390)  0.00
C (0.86323, 3.12392, 0.92370)  -0.14
N (0.56528, 1.93256, 1.42402)  0.12
C (0.12693, 1.86856, 2.68347)  -0.20
C (-0.04745, 3.01586, 3.46237)  0.04
C (-0.19606, 0.53040, 3.21351)  -0.21
C (-0.16669, 0.26754, 4.58443)  0.03
C (-0.53614, -0.98106, 5.05367)  -0.20
C (-0.58392, -1.28588, 6.52511)  -0.21
O (-1.89891, -1.10496, 7.05910)  -0.06
C (-0.92535, -1.93966, 4.12564)  -0.01
C (-0.87624, -1.61175, 2.78064)  -0.15
N (-0.51854, -0.41674, 2.32496)  0.11
H (-0.42636, 6.07728, 5.50824)  0.08
H (1.04766, 6.05619, 3.72770)  0.13
H (-0.63378, 6.16388, 3.18917)  0.12
H (0.99383, 5.25213, 1.16100)  0.12
H (1.24068, 3.13474, -0.09165)  0.08
H (-0.44231, 2.95064, 4.46547)  0.11
H (0.17453, 1.02779, 5.27498)  0.12
H (0.05897, -0.60541, 7.08245)  0.12
H (-0.24647, -2.31210, 6.70412)  0.12
H (-2.52088, -1.48915, 6.43328)  0.08
H (-1.21367, -2.93621, 4.43694)  0.12
H (-1.12971, -2.35132, 2.03006)  0.10
S (0.60302, -2.88883, -1.48031)  0.44
C (-0.18475, -3.97042, -0.37825)  -0.76
C (-1.31811, -4.65581, -0.83241)  -0.09
C (-2.02865, -5.55491, -0.04133)  -0.22
C (-3.20023, -6.18710, -0.53879)  -0.21
N (-4.15646, -6.68315, -0.95064)  0.12
C (-1.57078, -5.81188, 1.26877)  -0.23
C (-0.43920, -5.14632, 1.72929)  -0.11
C (0.26800, -4.21246, 0.95813)  -0.80
S (1.63396, -3.42969, 1.66592)  0.42
C (-2.25701, -6.72913, 2.11141)  -0.22
N (-2.80330, -7.47683, 2.79895)  0.12
H (-1.65056, -4.47358, -1.84595)  0.10
H (-0.08288, -5.35648, 2.72956)  0.09
S (4.16142, 2.65693, 0.53359)  0.55
C (3.53409, 1.29802, -0.09913)  -0.68

---

Formula: C3H5N2O3
Source: the OMol25 dataset
Level of theory: ωB97M-V/def2-TZVPD

The calculation puts the HOMO energy at -4.7 eV. For the largest force on an atom, the calculation gives 2.639 eV Å⁻¹. The value obtained for the energy relative to the best compared isomer or geometry (same formula, charge and spin) is 0.437 eV. The net charge is -1. As for the total energy: -12317.267 eV. The LUMO energy comes out at 3.9 eV. The HOMO-LUMO gap is 8.5774 eV. The spin multiplicity is 1.

Last column: Löwdin charge in e.
Cartesian coordinates (Å):
N (-1.86522, 0.10737, 2.04752)  -0.01
C (-0.61851, -0.09391, 1.38037)  -0.24
C (-0.37880, 0.80484, 0.16437)  -0.47
O (-0.95046, 1.90791, 0.18113)  -0.03
N (0.17697, 0.34780, -0.97886)  0.15
C (1.13420, -0.77700, -1.03629)  -0.74
O (1.49129, -1.39096, -0.02234)  -0.04
O (1.47293, -1.01607, -2.22723)  -0.09
H (-2.58645, 0.33291, 1.36308)  0.07
H (-1.89558, 0.95865, 2.60055)  0.06
H (-0.41380, -1.12396, 1.06656)  0.10
H (0.28993, 0.03437, 1.98126)  0.12
H (0.04666, 0.85426, -1.83761)  0.13

---

Formula: C2H14NO3S2
Source: the OMol25 dataset
Level of theory: ωB97M-V/def2-TZVPD

The calculation puts the HOMO energy at -11.8 eV. For the largest force on an atom, the calculation gives 6.275 eV Å⁻¹. The value obtained for the energy relative to the best compared isomer or geometry (same formula, charge and spin) is 1.440 eV. The net charge is +1. As for the total energy: -31597.200 eV. The LUMO energy comes out at -3.0 eV. The HOMO-LUMO gap is 8.7850 eV. The spin multiplicity is 1.

Last column: Löwdin charge in e.
Cartesian coordinates (Å):
N (0.52914, -1.15086, 0.70057)  0.20
C (0.05281, 0.20516, 1.26345)  -0.20
C (-1.18611, 0.57861, 0.48323)  -0.50
S (-0.60629, 1.80773, -0.75210)  0.39
S (-1.93784, 2.89294, -1.59341)  0.36
H (0.49731, -1.11565, -0.25253)  0.04
H (-0.19867, -1.87472, 1.01171)  0.20
H (1.44174, -1.34848, 0.97872)  0.07
H (0.84112, 0.91972, 1.37492)  0.10
H (-0.08584, -0.03945, 2.34877)  0.15
H (-1.67586, -0.24942, -0.05867)  0.08
H (-2.07952, 0.91642, 1.01658)  0.09
H (-2.62615, 2.10323, -2.36009)  -0.20
H (0.32170, -4.54109, 2.04777)  0.02
H (1.65993, -4.74375, 2.89000)  0.08
O (1.01246, -4.08827, 2.50871)  -0.08
H (3.83491, -0.09374, 1.54829)  0.03
H (3.82502, -1.57883, 1.54566)  0.07
O (3.33521, -0.80844, 1.25621)  0.00
H (0.56231, -2.87038, -1.83954)  -0.02
H (0.38932, -1.81201, -2.83629)  0.07
O (0.28915, -2.04443, -1.92383)  0.04

---

Formula: C5H14NO3Si
Source: the OMol25 dataset
Level of theory: ωB97M-V/def2-TZVPD

The calculation puts the HOMO energy at -13.6 eV. For the largest force on an atom, the calculation gives 5.086 eV Å⁻¹. The value obtained for the energy relative to the best compared isomer or geometry (same formula, charge and spin) is 1.466 eV. The net charge is +1. As for the total energy: -20916.013 eV. The LUMO energy comes out at -3.5 eV. The HOMO-LUMO gap is 10.0635 eV. The spin multiplicity is 1.

Last column: Löwdin charge in e.
Cartesian coordinates (Å):
C (2.29040, -0.30884, -1.53290)  -0.17
O (1.04198, -0.62089, -1.13611)  -0.26
C (0.00430, -0.72745, -2.22856)  -0.13
C (-1.27023, -1.08910, -1.47729)  -0.23
N (-1.69752, 0.02203, -0.64960)  -0.05
Si (-0.88208, 0.48255, 0.75545)  0.60
O (-0.96116, 2.01031, 1.04664)  -0.18
C (-0.84854, 2.82140, 2.28494)  0.00
O (-0.06315, -0.27142, 1.88551)  -0.15
C (0.42460, -1.58821, 2.05138)  -0.04
H (3.04786, -0.73731, -0.67568)  0.15
H (2.54646, -0.53241, -2.56759)  0.09
H (2.49909, 0.75035, -1.49132)  0.07
H (0.28157, -1.59788, -2.85943)  0.14
H (-0.01491, 0.26545, -2.78746)  0.15
H (-2.17121, -1.42400, -2.09553)  0.16
H (-0.98126, -1.97500, -0.91332)  0.11
H (-2.29467, 0.76390, -1.07766)  0.14
H (-1.10203, 2.37429, 3.19115)  0.07
H (-1.52565, 3.64455, 1.95170)  0.11
H (0.16902, 3.27461, 2.18119)  0.12
H (0.35198, -1.72482, 3.08987)  0.10
H (1.36052, -1.59047, 1.63051)  0.07
H (-0.20538, -2.22164, 1.42411)  0.10

---

Formula: C21H53AlBN3O11P
Source: the OMol25 dataset
Level of theory: ωB97M-V/def2-TZVPD

The calculation puts the HOMO energy at -5.0 eV. For the largest force on an atom, the calculation gives 0.840 eV Å⁻¹. The net charge is -1. As for the total energy: -66194.935 eV. The LUMO energy comes out at 2.3 eV. The HOMO-LUMO gap is 7.2609 eV. The spin multiplicity is 1.

Last column: Löwdin charge in e.
Cartesian coordinates (Å):
C (4.16774, -2.57651, -0.26810)  -0.10
C (3.19300, -3.47441, -1.05492)  -0.22
C (2.61507, -2.76611, -2.26459)  -0.29
O (1.75843, -1.74568, -1.82021)  -0.26
C (0.91989, -1.18402, -2.85316)  -0.25
Al (-0.14377, 0.35169, -2.05621)  0.45
C (0.62842, 2.08332, -2.71313)  -0.23
C (1.92847, 2.42345, -1.95310)  -0.21
C (2.89002, 3.29798, -2.72493)  -0.54
N (3.27251, 4.49978, -2.10880)  0.13
O (3.32133, 3.02223, -3.81798)  0.05
B (-0.05120, 0.09159, 0.08874)  -0.55
O (1.02711, 0.61710, 0.84278)  0.05
O (-0.99800, -0.62982, 0.82460)  -0.04
C (-0.61821, -1.89199, 1.35831)  -0.26
C (0.22000, -1.79611, 2.63602)  -0.08
P (-2.42997, 0.21273, -2.83438)  0.45
O (-3.11897, 1.50787, -3.06168)  -0.38
O (-2.57812, -0.68568, -4.21994)  -0.23
O (-3.35368, -0.66507, -1.77875)  -0.24
H (5.17763, -2.99635, -0.25080)  0.07
H (4.24669, -1.59573, -0.74182)  0.06
H (3.85348, -2.43469, 0.76749)  0.05
H (3.69859, -4.37913, -1.40832)  0.10
H (2.35899, -3.75713, -0.40357)  0.10
H (3.43796, -2.31256, -2.84852)  0.12
H (2.08289, -3.46443, -2.92937)  0.12
H (1.54747, -0.83479, -3.68836)  0.07
H (0.25862, -1.98881, -3.22079)  0.05
H (-0.09538, 2.89818, -2.59647)  0.06
H (0.84437, 2.00443, -3.78550)  0.06
H (1.66147, 2.90674, -1.00621)  0.10
H (2.47101, 1.50945, -1.66819)  0.10
H (4.26079, 4.68182, -2.23244)  0.09
H (3.02452, 4.52475, -1.12757)  0.07
H (1.84851, 0.20833, 0.53362)  0.07
H (-1.54951, -2.42609, 1.57042)  0.11
H (-0.06036, -2.45383, 0.59595)  0.11
H (-0.06288, -0.90976, 3.20608)  0.08
H (1.28281, -1.68886, 2.39807)  0.06
H (0.11335, -2.70329, 3.23944)  0.07
H (-2.59876, -1.62974, -4.01960)  0.04
H (-2.93416, -1.51077, -1.56825)  0.05
C (-6.09681, 0.40174, -1.45261)  -0.11
O (-7.48893, 0.64241, -1.24450)  -0.20
C (-8.33231, 0.04077, -2.20788)  -0.23
C (-9.19273, -1.02388, -1.55881)  -0.22
N (-8.38305, -2.16188, -1.14743)  -0.05
C (-9.08016, -3.13286, -0.31702)  -0.21
C (-9.53301, -2.68289, 1.06837)  -0.24
O (-8.46885, -2.40333, 1.95620)  -0.18
C (-7.95999, -1.08099, 1.90974)  -0.10
H (-5.55604, 0.98008, -0.70788)  0.09
H (-5.84235, -0.65330, -1.32949)  0.07
H (-5.77366, 0.73107, -2.44192)  0.08
H (-7.74647, -0.38620, -3.02762)  0.12
H (-8.98405, 0.81649, -2.62471)  0.12
H (-9.94976, -1.37042, -2.27066)  0.12
H (-9.71791, -0.54658, -0.71824)  0.10
H (-7.57230, -1.81838, -0.64707)  0.08
H (-8.41824, -3.99267, -0.18267)  0.12
H (-9.95827, -3.49038, -0.86697)  0.11
H (-10.09164, -3.50870, 1.51921)  0.12
H (-10.21679, -1.82627, 1.01621)  0.11
H (-8.73970, -0.36210, 1.64267)  0.09
H (-7.13409, -0.97685, 1.20223)  0.08
H (-7.58495, -0.84088, 2.90468)  0.09
C (6.81914, 1.97694, 5.38542)  -0.12
O (5.93780, 2.69954, 4.55443)  -0.19
C (6.56136, 3.70937, 3.77101)  -0.22
C (6.47344, 3.37923, 2.29739)  -0.22
N (7.30277, 2.22776, 1.97359)  -0.05
C (7.14068, 1.72551, 0.61343)  -0.20
C (5.78974, 1.13607, 0.22729)  -0.22
O (5.46748, -0.05990, 0.91339)  -0.20
C (4.80262, 0.11031, 2.15008)  -0.09
H (6.21309, 1.29847, 5.98353)  0.09
H (7.54303, 1.38937, 4.80959)  0.08
H (7.36952, 2.64302, 6.05889)  0.09
H (7.60656, 3.83565, 4.07102)  0.12
H (6.03604, 4.65022, 3.95883)  0.12
H (6.82428, 4.24144, 1.72172)  0.12
H (5.41297, 3.22424, 2.05380)  0.11
H (7.08591, 1.48191, 2.62359)  0.07
H (7.89588, 0.95077, 0.45890)  0.12
H (7.37355, 2.53738, -0.08366)  0.12
H (5.83941, 0.87421, -0.83357)  0.13
H (4.97151, 1.85998, 0.33327)  0.11
H (4.18796, 1.01498, 2.15662)  0.09
H (5.49835, 0.15086, 2.99450)  0.07
H (4.15078, -0.75144, 2.29731)  0.07